C39H39N5O2PtSbSe4 | ωB97M-V/def2-TZVPD

Summary:
**Relative energy (zero: lowest compared OMol25 entry of this formula, charge and spin)**: 0.979 eV
**Highest occupied orbital energy (spin up / spin down)**: -4.8 / -5.0 eV
**Net charge**: -1
**Multiplicity**: 5
**Orbital gap (spin up / spin down)**: 6.97 / 5.33 eV

CARTESIAN COORDINATES (ANGSTROEM)
Pt -0.03999 -1.00419 0.55375
O -0.39421 0.21249 2.27040
C 0.28887 1.40109 2.45975
C 1.03865 1.84493 1.17302
C 0.10755 1.96896 0.01239
C -0.32927 3.19279 -0.47423
C -1.20390 3.21755 -1.54672
C -1.61182 2.02635 -2.12195
C -1.14583 0.83153 -1.59435
C -1.53860 -0.51000 -2.11807
C -2.57663 -1.20407 -1.17288
O -2.11704 -1.28543 0.12328
C -3.84174 -0.33294 -1.22234
C -4.28622 0.27617 -0.05730
C -5.37597 1.13833 -0.08020
C -6.03893 1.39923 -1.26942
C -5.60840 0.78526 -2.43942
C -4.51819 -0.07125 -2.41351
C -2.81908 -2.63235 -1.69507
C -4.07742 -3.14629 -1.98213
C -4.23688 -4.47277 -2.37125
C -3.13976 -5.31024 -2.47597
C -1.87716 -4.81436 -2.17208
C -1.72516 -3.49494 -1.78307
N -0.31613 0.82744 -0.54384
C -0.71251 2.51736 2.79803
C -2.06719 2.31356 2.57657
C -2.97865 3.33755 2.80495
C -2.54478 4.57414 3.25865
C -1.18986 4.78112 3.49077
C -0.28244 3.75786 3.26310
C 1.28159 1.22741 3.61789
C 0.79041 0.63327 4.77935
C 1.63858 0.29936 5.81921
C 3.00239 0.55738 5.72097
C 3.49577 1.17850 4.58694
C 2.63687 1.51901 3.54466
H 1.78917 1.08135 0.94505
H 1.54599 2.79722 1.33474
H 0.00594 4.10304 0.00414
H -1.56689 4.16189 -1.93245
H -2.29692 2.00714 -2.95836
H -0.64191 -1.13374 -2.15999
H -1.94112 -0.42792 -3.12789
H -3.74762 0.05986 0.85519
H -5.70465 1.61079 0.83760
H -6.88682 2.07284 -1.28747
H -6.12353 0.97450 -3.37364
H -4.19703 -0.54996 -3.33240
H -4.95166 -2.51604 -1.88910
H -5.23004 -4.84960 -2.58421
H -3.26377 -6.34296 -2.77684
H -1.01020 -5.46150 -2.22589
H -0.73918 -3.13729 -1.50580
H -2.37513 1.34004 2.21794
H -4.03353 3.16697 2.62525
H -3.25597 5.37128 3.43754
H -0.84187 5.73965 3.85685
H 0.77180 3.91825 3.46462
H -0.26258 0.38446 4.82661
H 1.24487 -0.19459 6.69884
H 3.67412 0.25817 6.51496
H 4.55684 1.37330 4.49185
H 3.06094 1.96871 2.65542
Se 5.89248 -3.39273 1.52707
Sb 4.19736 -3.92151 3.13187
Se 0.79804 -3.07916 1.52956
Se 2.47228 -1.94554 2.56431
Se 4.49490 -3.63746 5.50027
C 2.69858 -2.18879 -1.85583
N 3.84175 -2.30684 -2.76658
C 5.00833 -1.71312 -2.09912
N 4.78690 -0.30470 -1.75284
C 3.62001 -0.23977 -0.86690
N 2.41797 -0.79398 -1.50458
C 2.16438 -0.04606 -2.73410
N 3.29357 -0.10649 -3.66902
C 3.55071 -1.52118 -3.96519
C 4.47403 0.42693 -2.97717
H 2.90818 -2.74676 -0.94077
H 1.81461 -2.61920 -2.33672
H 5.86941 -1.78219 -2.76837
H 5.22214 -2.26931 -1.18538
H 3.43215 0.80670 -0.61111
H 3.83536 -0.79696 0.04730
H 1.96663 0.99921 -2.47972
H 1.27929 -0.45633 -3.22822
H 4.40196 -1.58721 -4.64720
H 2.67172 -1.94109 -4.46091
H 4.29030 1.47548 -2.72957
H 5.33080 0.37237 -3.65351

Cartesian forces (eV/Å) of the 2 atoms listed first:
Pt 0.022 -0.005 -0.173
O 0.024 -0.012 0.063

---

C39H39N6OP2RuS | ωB97M-V/def2-TZVPD

Summary:
**Relative energy (zero: lowest compared OMol25 entry of this formula, charge and spin)**: 1.160 eV
**Highest occupied orbital energy (spin up / spin down)**: -12.1 / -13.4 eV
**Net charge**: +2
**Multiplicity**: 6
**Orbital gap (spin up / spin down)**: 6.50 / 6.08 eV

CARTESIAN COORDINATES (ANGSTROEM)
Ru -1.16037 1.04053 0.98999
C -0.77866 4.22524 -2.09153
C -0.54971 3.34768 -0.90799
N -1.51834 2.54028 -0.48829
N -2.71644 2.69040 -1.01785
C -3.73241 2.15602 -0.40613
N -4.97603 2.34733 -0.84818
S -3.51235 1.19339 1.03970
C 0.63572 3.33154 -0.15911
C 1.82020 4.08196 -0.49164
C 2.99472 3.68822 0.02601
C 3.02064 2.42078 0.81957
C 1.75298 2.34905 1.59416
N 0.62710 2.64933 1.03794
H -1.55083 3.78641 -2.71933
H 0.13184 4.35779 -2.66628
H -1.12593 5.20408 -1.76344
H -5.14459 3.01239 -1.58559
H -5.75830 2.01530 -0.30929
H 1.72503 4.95491 -1.11390
H 3.91378 4.22258 -0.14233
H 3.90016 2.31875 1.45609
H 1.76296 1.99414 2.61736
O -1.99854 -1.46576 1.25504
C -2.47650 -1.62644 2.57261
C -1.68049 -0.75302 3.49900
C -1.51854 -1.09808 4.83595
C -0.84399 -0.24004 5.68377
C -0.37521 0.96333 5.17090
C -0.57109 1.22990 3.83040
N -1.17332 0.37650 3.00132
H -2.63464 -1.85435 0.63835
H -2.40274 -2.67654 2.88137
H -3.52967 -1.31583 2.65300
H -1.92433 -2.03101 5.19492
H -0.69314 -0.49572 6.72079
H 0.13378 1.67570 5.79961
H -0.25958 2.17621 3.39870
C 1.12930 -2.30443 -1.27891
N 0.31713 -1.26113 -0.66105
P -0.60296 -0.13932 -1.60281
C -2.23294 -0.89295 -1.92028
C -3.11684 -0.03653 -2.57813
C -4.41034 -0.43937 -2.84503
C -4.83413 -1.69920 -2.45029
C -3.94409 -2.57141 -1.84379
C -2.64180 -2.17743 -1.57907
C 0.15782 -0.29039 -3.26580
C 1.30174 0.45217 -3.54172
C 1.95407 0.31888 -4.75350
C 1.44525 -0.53246 -5.72199
C 0.29560 -1.26179 -5.46078
C -0.34744 -1.15041 -4.23932
P 0.85922 -0.48391 0.76670
C 2.63048 -0.09825 0.49089
C 3.60746 -1.03328 0.75368
C 4.90982 -0.88712 0.28272
C 5.23461 0.18119 -0.57839
C 4.32681 1.14243 -0.85619
C 2.99346 1.18313 -0.19832
C 0.95743 -1.79352 2.01644
C 1.63855 -1.47120 3.19044
C 1.75218 -2.39513 4.20972
C 1.17899 -3.65065 4.06811
C 0.49074 -3.97246 2.90839
C 0.36622 -3.04537 1.88767
H 0.51847 -2.89321 -1.96155
H 1.52157 -2.95554 -0.49877
H 1.97477 -1.89663 -1.83645
H -2.76747 0.93812 -2.89712
H -5.08938 0.21964 -3.36166
H -5.85338 -2.00252 -2.63011
H -4.26137 -3.57158 -1.59363
H -1.94530 -2.87102 -1.12824
H 1.68384 1.14346 -2.80428
H 2.84912 0.88954 -4.94983
H 1.93373 -0.61403 -6.68152
H -0.10917 -1.91654 -6.21879
H -1.23480 -1.73594 -4.04906
H 3.36090 -1.92736 1.31029
H 5.65159 -1.62895 0.52758
H 6.21636 0.21016 -1.02478
H 4.56316 1.96158 -1.51689
H 2.20190 1.43803 -0.92079
H 2.10204 -0.49678 3.27839
H 2.29933 -2.14518 5.10571
H 1.28189 -4.37867 4.85727
H 0.06137 -4.95665 2.79359
H -0.18869 -3.29295 0.99562

Cartesian forces (eV/Å) of the 2 atoms listed first:
Ru -0.938 0.226 -0.189
C 0.030 -0.036 0.006

---

C39H40As2F2N3OPSY | ωB97M-V/def2-TZVPD

Summary:
**Relative energy (zero: lowest compared OMol25 entry of this formula, charge and spin)**: 0.643 eV
**Highest occupied orbital energy**: -9.6 eV
**Net charge**: +1
**Orbital gap**: 7.73 eV

CARTESIAN COORDINATES (ANGSTROEM)
Y -0.56287 0.21787 0.58027
C 1.28477 5.08346 2.29530
N 1.52058 3.94582 3.17839
C 2.52351 3.88938 4.12484
C 2.42559 2.69423 4.71881
N 1.35997 2.01918 4.12607
C 0.79979 2.81439 3.18051
S -0.55834 2.62341 2.15987
C 0.97526 0.68751 4.52039
C 1.82495 -0.04862 5.34122
C 1.39519 -1.29274 5.75711
C 0.15793 -1.76102 5.34607
C -0.58303 -0.95118 4.50873
N -0.18522 0.25354 4.09252
H 2.16039 5.72430 2.34505
H 0.40186 5.63171 2.61645
H 1.14217 4.72651 1.27956
H 3.20310 4.70417 4.28959
H 3.00955 2.28769 5.51555
H 2.79601 0.30116 5.64242
H 2.02696 -1.88928 6.40240
H -0.21941 -2.72549 5.65001
H -1.54702 -1.27959 4.15366
O 2.24471 1.04897 1.77756
C 1.67187 0.06224 1.31571
C 2.42399 -1.25431 1.35961
C 3.15723 -1.66460 2.46667
C 3.72990 -2.92603 2.49143
C 3.58392 -3.77831 1.39853
C 2.86752 -3.36839 0.28403
C 2.27759 -2.10760 0.27283
P 1.28546 -1.43526 -1.09063
C 0.81578 -2.87717 -2.07336
C -0.33382 -3.56381 -1.67981
C -0.72877 -4.71019 -2.35311
C 0.01408 -5.17009 -3.43343
C 1.16167 -4.49483 -3.82567
C 1.56699 -3.35478 -3.14361
C 2.46352 -0.48328 -2.10584
C 3.60372 0.08613 -1.54542
C 4.44098 0.88010 -2.31989
C 4.15688 1.10667 -3.65682
C 3.02236 0.54191 -4.22588
C 2.18063 -0.24019 -3.45176
H 3.27069 -0.97887 3.29915
H 4.29217 -3.25280 3.35608
H 4.03369 -4.76161 1.41449
H 2.76670 -4.03071 -0.56703
H -0.92224 -3.20274 -0.84391
H -1.61804 -5.23980 -2.03892
H -0.29904 -6.05733 -3.96680
H 1.74940 -4.86018 -4.65686
H 2.46922 -2.83967 -3.44867
H 3.85254 -0.08729 -0.50662
H 5.32628 1.31197 -1.87277
H 4.81946 1.71474 -4.25796
H 2.79675 0.70169 -5.27173
H 1.30927 -0.68719 -3.91597
C -3.98774 2.11578 1.51241
As -2.80239 2.19811 -0.03647
C -2.80640 4.08832 -0.40949
C -4.04523 1.51597 -1.37295
C -5.36012 1.97215 -1.40613
C -6.27156 1.42191 -2.29506
C -5.87294 0.40909 -3.15486
C -4.55863 -0.03555 -3.14195
C -3.63929 0.52379 -2.25963
As -1.76322 0.00769 -2.26227
C -1.69536 -1.22213 -3.74486
C -1.06015 1.60373 -3.16597
H -4.40914 1.11302 1.56062
H -4.79173 2.84246 1.39887
H -3.42137 2.32435 2.41749
H -3.82609 4.39445 -0.63929
H -2.15486 4.31267 -1.25198
H -2.44327 4.60832 0.47581
H -5.69298 2.75146 -0.73086
H -7.29298 1.77738 -2.31049
H -6.58092 -0.03403 -3.84200
H -4.26345 -0.81375 -3.83296
H -2.23687 -2.13632 -3.50901
H -0.65963 -1.48800 -3.94120
H -2.12883 -0.72833 -4.61422
H 0.01311 1.50560 -3.32435
H -1.23834 2.48797 -2.55362
H -1.56846 1.72841 -4.12212
F -0.84475 -2.09485 1.59491
C -2.06689 -1.33052 1.46684
F -2.58709 -1.80916 0.24646
H -2.74716 -1.69379 2.23990

Cartesian forces (eV/Å) of the 2 atoms listed first:
Y -0.452 0.180 -0.258
C 0.068 -0.167 0.138

---

C39H40AsBIN8PV | ωB97M-V/def2-TZVPD

Summary:
**Relative energy (zero: lowest compared OMol25 entry of this formula, charge and spin)**: 0.797 eV
**Highest occupied orbital energy (spin up / spin down)**: -6.6 / -6.1 eV
**Net charge**: 0
**Multiplicity**: 2
**Orbital gap (spin up / spin down)**: 7.24 / 6.66 eV

CARTESIAN COORDINATES (ANGSTROEM)
V 0.63348 0.72641 0.33400
C -0.35343 3.83643 3.23085
C -0.66046 2.68172 2.51680
N 0.34986 2.34098 1.71643
N 1.32094 3.26470 1.90602
C 0.92264 4.16756 2.80769
B 2.58918 3.23366 1.01917
N 3.30466 1.89536 1.20282
C 4.54388 1.65204 1.65280
C 4.74328 0.28837 1.66495
C 3.54120 -0.23882 1.19078
N 2.67978 0.73610 0.91385
N 2.10091 3.36006 -0.45070
C 2.28321 4.34980 -1.33470
C 1.56732 4.04748 -2.47968
C 0.96293 2.81838 -2.19040
N 1.29329 2.41161 -0.96570
H -0.95988 4.35113 3.95417
H -1.55369 2.07954 2.52829
H 1.56995 4.98190 3.08722
H 3.31225 4.15000 1.29620
H 5.19402 2.46667 1.92408
H 5.62596 -0.24595 1.96869
H 3.24984 -1.26574 1.03884
H 2.91136 5.19061 -1.09257
H 1.48913 4.63052 -3.38045
H 0.30806 2.21448 -2.79799
C 3.33464 -1.64317 -4.77126
C 2.02580 -2.02586 -5.03349
C 1.01927 -1.74488 -4.11975
C 1.31924 -1.07545 -2.93574
C 2.63508 -0.69372 -2.67899
C 3.63991 -0.97784 -3.59087
P 0.11555 -0.68181 -1.62694
C -1.50335 -0.88556 -2.43785
C -1.85750 -0.03656 -3.48642
C -3.10599 -0.12966 -4.07926
C -4.02146 -1.07151 -3.62713
C -3.67443 -1.92445 -2.59108
C -2.41925 -1.83661 -2.00329
C 0.28684 -1.96240 -0.35579
C 0.36036 -3.34181 -0.56249
C 0.54225 -4.16507 0.53346
C 0.69085 -3.59937 1.80238
C 0.65635 -2.22483 1.97692
C 0.42815 -1.34464 0.90492
H 4.11579 -1.86079 -5.48864
H 1.78624 -2.54422 -5.95335
H -0.00034 -2.04270 -4.33381
H 2.87271 -0.17170 -1.75530
H 4.65679 -0.66960 -3.37812
H -1.14577 0.69546 -3.85390
H -3.36580 0.53359 -4.89434
H -4.99854 -1.14274 -4.08728
H -4.37905 -2.66974 -2.24274
H -2.14335 -2.51638 -1.21152
H 0.27552 -3.76010 -1.56022
H 0.58494 -5.23999 0.40959
H 0.84823 -4.24889 2.65614
H 0.81215 -1.83303 2.97706
C -3.01694 -2.30588 1.43900
As -2.87315 -0.36072 1.59781
C -2.16055 -0.29878 3.42464
C -4.77385 0.03925 2.04884
C -5.36137 -0.76007 3.16576
C -5.29638 -0.30899 4.48288
C -5.80769 -1.06723 5.52516
C -6.39942 -2.29597 5.27048
C -6.48093 -2.75383 3.96266
C -5.96734 -1.99262 2.92350
H -3.40383 -2.74562 2.35750
H -2.02620 -2.70752 1.23492
H -3.68281 -2.55798 0.61356
H -2.55961 -1.11159 4.03129
H -2.42793 0.65008 3.89136
H -1.07743 -0.36804 3.37790
H -5.33506 -0.10650 1.12393
H -4.79776 1.10672 2.27572
H -4.84142 0.65277 4.69252
H -5.74653 -0.69487 6.53988
H -6.80006 -2.88822 6.08270
H -6.94884 -3.70672 3.74983
H -6.03969 -2.35617 1.90469
I 8.20774 2.23245 -4.21338
C 6.42945 2.00753 -3.20072
C 5.18679 2.44386 -3.59474
N 4.33971 2.07339 -2.61755
N 4.94088 1.42199 -1.61876
C 6.21898 1.38184 -1.95742
H 4.85970 2.97455 -4.47209
H 3.33921 2.20411 -2.59318
H 6.94078 0.90982 -1.31101

Cartesian forces (eV/Å) of the 2 atoms listed first:
V -0.100 0.027 0.191
C 0.059 0.025 0.065

---

C39H40CaN11O2S3 | ωB97M-V/def2-TZVPD

Summary:
**Relative energy (zero: lowest compared OMol25 entry of this formula, charge and spin)**: 2.079 eV
**Highest occupied orbital energy**: -4.1 eV
**Net charge**: -1
**Orbital gap**: 6.35 eV

CARTESIAN COORDINATES (ANGSTROEM)
Ca -0.65039 0.26785 0.54742
S 2.76220 -1.12037 -2.68623
C 2.99156 -2.38583 -1.53439
C 3.21534 -3.69957 -2.01630
C 3.42535 -4.72400 -1.12500
C 3.43059 -4.44035 0.24120
C 3.23340 -3.12616 0.61963
N 3.00740 -2.11858 -0.22041
H 3.22776 -3.85940 -3.08486
H 3.59521 -5.73455 -1.48032
H 3.59459 -5.21656 0.97765
H 3.27523 -2.85764 1.67100
N 1.93972 3.85850 1.21999
C 1.43707 4.04935 2.48515
C 1.65636 5.03504 3.43642
C 0.95897 4.92041 4.62444
C 0.08565 3.85182 4.85273
C -0.12659 2.86461 3.90781
C 0.55652 2.97046 2.69787
N 0.54910 2.16086 1.57497
C 1.36884 2.71880 0.71912
C 1.62883 2.25699 -0.62919
C 2.50015 2.85606 -1.49010
S 2.39685 2.14214 -3.04814
C 1.26243 0.97652 -2.39168
N 0.90202 1.22367 -1.15913
H 2.56454 4.47116 0.73094
H 2.33200 5.86128 3.25363
H 1.09607 5.66674 5.39656
H -0.44018 3.79692 5.79717
H -0.81108 2.04267 4.07825
H 3.17807 3.67186 -1.30583
H 0.65263 0.43006 -3.08841
O -2.11335 0.51404 3.67106
C -2.53815 0.53083 2.50728
O -2.24161 -0.34630 1.62800
C -3.56392 1.56813 2.10043
C -4.66172 1.68758 2.94957
C -5.73450 2.50884 2.65045
C -5.69112 3.26585 1.48530
C -4.58996 3.19831 0.65456
C -3.50885 2.33292 0.91386
S -2.21630 2.30698 -0.25894
H -4.66569 1.09059 3.85414
H -6.59613 2.55015 3.30557
H -6.52541 3.90737 1.22294
H -4.54527 3.79872 -0.24541
C -4.23092 -0.74235 -0.69567
C -3.07961 -1.01605 -1.59320
N -1.82047 -1.13130 -1.24031
C -1.11102 -1.45399 -2.37681
C -1.95480 -1.52386 -3.43597
N -3.21224 -1.24354 -2.93543
C -4.42540 -1.29064 -3.68712
N -4.70429 -2.63484 -4.15464
N -5.28290 -2.82380 -5.35762
N -5.46559 -4.06991 -5.55921
C -4.99444 -4.76547 -4.47501
C -4.94698 -6.13666 -4.21324
C -4.39053 -6.52906 -3.01856
C -3.88654 -5.59432 -2.09712
C -3.93290 -4.23771 -2.32924
C -4.49611 -3.83676 -3.54263
H -3.84638 -0.68560 0.31877
H -4.98190 -1.53565 -0.75370
H -4.70443 0.21098 -0.93813
H -0.04560 -1.63269 -2.34536
H -1.80051 -1.72930 -4.48088
H -4.36898 -0.66259 -4.57685
H -5.24095 -0.93770 -3.05476
H -5.33198 -6.84884 -4.92970
H -4.33976 -7.58226 -2.77476
H -3.44017 -5.95433 -1.17974
H -3.54031 -3.53193 -1.61078
C 2.24869 -2.75101 5.67763
C 1.09528 -1.77735 5.41834
N 0.49083 -1.95876 4.11154
C -0.57041 -2.94552 3.98790
C -0.08694 -4.25610 3.35913
C 0.84630 -1.21693 3.02419
C 1.94616 -0.20466 3.20355
N 0.34783 -1.35761 1.85053
H 2.76775 -2.49661 6.60329
H 2.96573 -2.71430 4.85703
H 1.88265 -3.77423 5.76048
H 1.44792 -0.75272 5.51719
H 0.32046 -1.92118 6.17410
H -1.38494 -2.51118 3.40171
H -0.96038 -3.14061 4.98765
H 0.40048 -4.06461 2.40282
H -0.92468 -4.93509 3.19359
H 0.63529 -4.74805 4.01093
H 1.59508 0.63981 3.79677
H 2.23147 0.14227 2.21534
H 2.81706 -0.64314 3.69150
H -0.36571 -2.07624 1.77185

Cartesian forces (eV/Å) of the 2 atoms listed first:
Ca 1.610 0.550 -2.110
S 0.192 -0.110 -0.205